# 1
A molecular structure, C38H40I2N2O3STeTi. Source: the OMol25 dataset; level of theory: ωB97M-V/def2-TZVPD.

Geometry as XYZ:
```
88
Properties=species:S:1:pos:R:3:lowdin_charge:R:1
I 4.93288 -1.50377 -0.54723 0.937
I 2.82996 -1.75023 -3.49203 0.798
Te -1.17317 -0.02211 -0.34641 1.997
Ti 2.54032 0.16142 0.77610 0.779
S -0.49763 3.51325 1.28054 1.036
O 4.11181 1.05132 1.49577 -0.228
O -0.71832 -1.78213 0.44589 -0.350
O 2.69302 -0.96504 2.46214 -0.096
N 1.24439 -0.94986 -0.32782 -0.109
N 2.52317 1.83950 -0.71609 0.019
C 3.89546 0.53714 3.83121 -0.094
C 2.36139 4.10355 -2.29120 -0.037
C -2.98477 -2.74086 -1.48153 -0.030
C -2.17293 -2.00417 -2.51481 -0.249
C 0.62443 -1.91214 0.19450 -0.646
C 2.88882 -1.64786 4.69986 0.013
C -0.79616 -0.71255 -4.58146 -0.025
C -2.20434 -2.48243 -3.82408 0.004
C -3.65235 -0.79726 1.43286 -0.275
C 0.86787 2.56470 0.80462 -0.563
C -3.19978 -0.12348 0.29276 -0.318
C 4.33995 1.34866 2.75342 -0.307
C 1.07483 1.46541 1.60057 -0.282
C 4.92712 2.05399 5.41941 -0.074
C -5.41400 0.70930 -0.12126 -0.005
C 5.36289 2.84964 4.34808 -0.051
C -2.76903 -1.56992 2.37656 -0.045
C -1.52817 -1.86254 -4.86318 -0.245
C 1.66040 2.82491 -0.39439 -0.285
C 0.08828 1.42549 2.63345 -0.220
C 3.15374 -0.67267 3.58990 -0.324
C 3.30443 1.98198 -1.78786 -0.125
C 1.15235 -3.26560 0.57184 0.017
C -1.41365 -0.85536 -2.26859 -0.301
C 4.21793 0.91493 5.15501 -0.024
C 5.08722 2.50452 3.04990 0.006
C -3.60440 1.51924 -1.62656 -0.061
C -4.07045 0.67620 -0.46444 -0.297
C 1.55854 3.97377 -1.17375 -0.013
C -0.72864 -0.19165 -3.29917 -0.325
C 3.25705 3.09126 -2.60908 -0.041
C 0.06859 1.05962 -3.05358 -0.088
C -7.36934 0.04638 1.30953 -0.037
C 4.45462 -2.51126 -2.36815 -1.129
C -0.81774 2.44819 2.57639 -0.410
C -5.01145 -0.73433 1.72808 -0.002
C -5.90908 -0.00825 0.95984 -0.249
C -1.57770 -2.40852 -6.26146 -0.033
H -7.98690 -0.15986 0.43505 0.086
H -1.96001 -1.65900 -6.95556 0.089
H -2.78224 -3.37623 -4.02947 0.123
H 3.88355 0.29764 5.97763 0.110
H 0.35882 -3.93409 0.89457 0.088
H 5.42703 3.10647 2.21779 0.122
H -5.37440 -1.26232 2.60293 0.122
H -2.48521 -2.79620 -0.51810 0.055
H -0.26694 -0.20674 -5.38206 0.126
H 5.15253 2.33694 6.43767 0.107
H -2.66913 2.04665 -1.40301 0.051
H 0.04770 0.66585 3.40478 0.100
H -3.45184 0.92674 -2.52952 0.086
H -3.26898 -1.67674 3.33834 0.086
H 5.92960 3.75019 4.54861 0.113
H -7.64090 1.03840 1.67441 0.089
H 0.59651 1.36175 -3.95669 0.089
H -3.17808 -3.75595 -1.82440 0.088
H -2.54551 -2.56629 1.99653 0.082
H 1.66492 -3.68913 -0.29159 0.087
H -7.61877 -0.67704 2.08365 0.079
H 2.21316 -1.20309 5.43319 0.101
H -0.57920 -2.68773 -6.60155 0.088
H -4.34282 2.28684 -1.85169 0.090
H 3.98640 1.16544 -1.99028 0.070
H -6.08956 1.32226 -0.70819 0.127
H -2.21577 -3.28800 -6.32239 0.080
H 3.90703 3.15957 -3.46919 0.113
H 5.34081 -2.43931 -2.98441 -0.042
H 4.23846 -3.53998 -2.11235 -0.040
H 2.42350 -2.53848 4.28675 0.089
H 2.29666 4.99122 -2.90687 0.117
H 0.86479 4.75487 -0.89242 0.107
H -1.81959 -1.06545 2.54729 0.059
H -0.57185 1.89427 -2.75413 0.081
H 1.88093 -3.14691 1.37434 0.075
H 0.81414 0.89448 -2.27381 0.028
H 3.80811 -1.91525 5.21912 0.100
H -1.64556 2.64572 3.24035 0.073
H -3.94972 -2.25187 -1.32943 0.094
```

## Properties
* total charge: +1
* multiplicity: 2
* <S²>: 0.7532
* Kohn-Sham gap (spin up / spin down): 0.2716 / 0.2930 hartree


# 2
A molecular structure, C22H20IrN5Te at a distorted geometry. Source: the OMol25 dataset; level of theory: ωB97M-V/def2-TZVPD.

Geometry as XYZ:
```
49
Properties=species:S:1:pos:R:3:lowdin_charge:R:1
Ir -0.25392 0.47265 0.84881 0.961
Te 1.81676 1.45462 2.22579 1.096
N 0.18375 -2.70047 -1.98645 0.195
N -1.97554 1.58994 0.18951 -0.033
N -3.95972 1.65132 -0.77939 0.201
N 0.32043 -0.81820 -0.83747 -0.014
N -2.07456 -1.22771 0.60514 -0.109
C 3.35101 -1.56368 -3.51922 -0.048
C 4.12770 -1.66874 4.18265 -0.043
C 2.32227 -2.46273 -3.30887 0.011
C -3.07634 5.17622 -1.48435 -0.044
C -0.39940 -1.90586 -1.07165 -0.288
C 3.26851 -2.76015 4.21816 -0.028
C -2.13995 2.85359 -0.33362 -0.219
C 1.54662 -1.44867 3.17780 -0.178
C 3.70396 -0.46744 3.64886 -0.133
C 1.97516 -2.64285 3.71851 -0.060
C -3.07919 0.90768 -0.08816 -0.286
C -1.32730 3.98455 -0.29023 -0.005
C -1.81937 5.13607 -0.87362 -0.051
C 1.35530 -2.09478 -2.38708 -0.171
C -1.75079 -2.16814 -0.48031 -0.096
C -3.33020 -0.47981 0.41978 -0.103
C 1.42578 -0.88804 -1.66124 -0.222
C 2.45820 0.01359 -1.90051 -0.010
C -3.40977 2.90549 -0.94682 -0.168
C -3.89788 4.06339 -1.52964 0.013
C 3.40427 -0.34103 -2.84373 -0.053
C 2.41511 -0.35394 3.12539 -0.625
H -3.42597 6.09902 -1.92194 0.120
H 3.60424 -3.69970 4.62758 0.122
H -1.22074 6.03369 -0.85530 0.118
H 2.25448 -3.39557 -3.84700 0.124
H -1.80711 -3.20938 -0.14049 0.148
H -4.87471 1.37077 -1.10330 0.190
H -4.01675 -1.00455 -0.25675 0.137
H 4.37795 0.37570 3.61033 0.103
H -0.36219 3.95753 0.19362 0.103
H -2.48256 -2.05817 -1.29067 0.142
H -4.88028 4.09351 -1.97493 0.124
H 4.19249 0.35300 -3.08681 0.116
H 5.13235 -1.75902 4.56372 0.123
H -3.84279 -0.38348 1.38558 0.151
H 1.30877 -3.49117 3.74706 0.114
H -0.15964 -3.58012 -2.34370 0.188
H 0.53195 -1.34173 2.79437 0.043
H 4.12051 -1.80386 -4.23528 0.119
H 2.48894 0.96271 -1.38829 0.099
H -2.11985 -1.73606 1.48417 0.128
```

## Properties
* total charge: +2
* multiplicity: 5
* <S²>: 6.0152
* Kohn-Sham gap (spin up / spin down): 0.3233 / 0.2106 hartree


# 3
C4H7N3O in the gas phase at a distorted geometry. Source: the OMol25 dataset; level of theory: ωB97M-V/def2-TZVPD.

Geometry as XYZ:
```
15
Properties=species:S:1:pos:R:3:lowdin_charge:R:1
O -0.94456 -0.46747 -1.15823 -0.214
N 2.05969 0.83044 1.84845 0.136
N -1.19482 -0.81928 1.31158 0.169
N 0.18858 0.04217 -0.44386 -0.166
C -0.18959 -0.22642 0.85899 -0.464
C 0.93596 0.20586 1.69165 -0.044
C -1.72803 0.66864 -1.64849 -0.042
C 1.38718 -0.19256 -1.05565 -0.087
H -1.13268 1.16533 -2.49424 0.108
H -1.74952 -1.17121 0.46061 0.105
H -2.51346 0.13212 -2.31868 0.116
H -2.13663 1.14047 -0.77416 0.078
H 1.60550 -1.26725 -1.43918 0.130
H 1.54125 0.39782 -1.95071 0.083
H 2.13477 0.23601 -0.30997 0.092
```

## Properties
* total charge: 0
* structure (SMILES): [H]/N=C(/C#N)N(C)OC
* multiplicity: 1
* Kohn-Sham gap: 0.3684 hartree


# 4
A molecular structure, C6H11NO at a distorted geometry. Source: the OMol25 dataset; level of theory: ωB97M-V/def2-TZVPD.

Geometry as XYZ:
```
19
Properties=species:S:1:pos:R:3:lowdin_charge:R:1
O -1.72918 -0.41090 -1.13140 -0.170
N 2.54292 -0.03918 0.09674 0.077
C -0.03748 -1.37198 0.51457 0.002
C -0.93770 0.01606 -0.04481 -0.668
C 1.32410 0.68049 0.19989 -0.383
C -1.78521 0.47734 0.98790 -0.137
C 1.31798 -0.75634 -0.14767 -0.260
C 0.13950 1.23855 -0.42643 -0.073
H 2.96884 -0.15287 -0.81948 0.099
H -3.20538 0.05570 -0.66737 0.334
H -2.54537 -0.33184 1.26285 0.115
H -1.07338 0.36794 1.82557 0.090
H -0.25733 2.14264 0.18156 0.115
H -1.98758 1.57597 0.57752 0.134
H -0.72486 -2.06383 -0.44664 0.185
H 0.33333 1.64953 -1.53332 0.161
H -0.27504 -1.68535 1.64581 0.126
H 1.11694 -0.77151 -1.25210 0.144
H 1.55565 1.07032 1.09889 0.106
```

## Properties
* total charge: 0
* multiplicity: 1
* Kohn-Sham gap: 0.2867 hartree


Energy relative to the best compared isomer or geometry (same formula, charge and spin) in kJ/mol, matching the order above: 7.3; 66.1; 537.5; 1131.3